Molecular formula: C15H24EuN6O6
Method: DFT, ωB97M-V with the def2-TZVPD basis set

Each line ends with the Mulliken charge.
Element x y z (Å)
O: -0.321 -0.576 -2.880  -0.75
H: -1.559 -0.432 -3.532  0.12
Eu: 0.976 0.076 -0.976  1.40
N: 1.991 -2.209 -0.635  0.13
N: -0.476 -2.076 -0.413  0.86
N: 1.085 2.686 -0.408  0.35
N: -0.943 1.304 0.189  0.20
O: 2.932 -1.666 -1.323  -0.54
O: 1.961 3.397 -1.038  -0.86
O: -1.954 0.507 0.690  -0.47
O: -1.760 -1.856 -0.412  -0.71
C: -0.042 -3.309 -0.837  0.05
C: 1.334 -3.317 -1.154  0.58
C: 0.158 3.355 0.325  0.19
C: -0.961 2.553 0.703  0.30
C: 1.973 -4.325 -2.032  -1.43
H: 1.691 -4.180 -3.088  0.28
H: 1.645 -5.336 -1.757  0.42
H: 3.064 -4.285 -1.967  0.39
C: -0.981 -4.442 -1.039  -1.35
H: -1.794 -4.130 -1.704  0.29
H: -1.399 -4.755 -0.075  0.28
H: -0.468 -5.303 -1.479  0.39
C: 0.241 4.809 0.632  -1.32
C: -1.988 3.077 1.640  -1.49
H: 1.029 5.305 0.054  0.38
H: 0.460 4.988 1.695  0.27
H: -0.707 5.320 0.415  0.34
H: -2.683 2.272 1.877  0.40
H: -2.547 3.912 1.197  0.34
H: -1.540 3.464 2.566  0.30
H: 1.914 2.400 -2.335  0.40
H: -1.847 -0.391 0.199  0.37
C: -2.613 -0.026 -3.880  -0.87
H: -2.704 -0.109 -4.981  0.34
H: -2.696 1.028 -3.566  0.20
H: -3.383 -0.593 -3.342  0.24
O: 1.802 1.460 -2.693  -0.62
H: 0.311 -0.805 -3.589  0.14
H: 1.486 1.475 -3.609  0.32
N: 3.180 2.183 5.070  -0.49
C: 2.404 1.487 4.530  -0.10
C: 1.442 0.641 3.865  0.06
C: 0.466 -0.058 4.584  -0.19
C: -0.450 -0.839 3.894  -1.10
C: -0.298 -0.956 2.506  -0.01
N: 0.653 -0.323 1.826  0.14
C: 1.493 0.488 2.466  -0.05
H: 0.412 0.059 5.673  0.46
H: -1.249 -1.393 4.377  0.45
H: -0.968 -1.577 1.920  0.47
H: 2.230 1.018 1.853  0.50

Properties
- Expectation value of S²: 15.98
- HOMO energy (spin up / spin down): -7.622 / -7.642 eV
- Gap between HOMO and LUMO (spin up / spin down): 5.846 / 5.139 eV
- Energy above the lowest of the compared OMol25 structures with the same formula, charge and spin: 0.0000 eV
- Calculated total energy: -2075.991605 Eh
- 2S+1: 8
- Max |F|: 4.66 eV/Å